Run a
A molecular structure, C22H42NOP3SYb. Source: the Open Molecules 2025 dataset; level of theory: ωB97M-V/def2-TZVPD.

Structure (XYZ):
```
71
Properties=species:S:1:pos:R:3:mulliken_charge:R:1
C 0.894 2.133 3.754 -0.38
C 2.169 4.343 -2.323 -1.23
C 3.469 -2.790 -0.152 -1.24
H -0.351 -1.021 1.879 0.30
H 2.877 4.759 -3.064 0.45
C 3.497 1.855 -3.166 -1.22
C -2.856 -2.529 1.053 -0.51
P 1.962 2.591 -2.590 1.05
C 0.793 -3.695 -0.201 -1.06
H 4.047 1.462 -2.301 0.42
P 1.917 -2.555 -1.105 0.84
Yb 0.509 0.045 -1.847 0.41
H 0.939 -3.577 0.881 0.41
H 4.109 2.639 -3.640 0.41
H -0.954 -3.252 -7.504 0.44
H 2.581 4.509 -1.318 0.43
H 2.456 -4.620 -2.257 0.46
C -1.056 -2.892 -6.478 -0.45
H 1.395 -3.566 -3.254 0.24
H -3.518 1.870 -2.307 0.42
H 1.329 3.027 4.197 0.43
S 2.002 0.103 0.565 -0.39
H -3.849 1.456 0.346 0.52
H -1.212 -4.869 -5.602 0.42
C -1.111 -1.516 -6.240 -0.70
H 0.826 3.074 -4.614 0.54
H 3.257 -2.768 0.924 0.40
H -1.114 -0.810 -7.070 0.44
H -3.228 -3.050 -0.978 0.25
C -0.024 -0.139 2.429 -0.16
H 3.332 1.046 -3.901 0.44
C -2.883 0.935 0.427 -0.33
H -2.092 -3.293 1.229 0.35
H -1.103 -4.019 -3.253 0.45
C -1.045 -1.932 -3.841 0.53
C -1.145 -3.791 -5.410 -0.40
C 0.669 2.317 -3.828 -1.17
C -1.119 -3.328 -4.096 -0.25
H -4.333 -1.716 -0.273 0.40
C -1.174 -1.027 -4.939 -0.44
C -3.495 -2.412 -0.125 -0.76
H -1.265 0.042 -4.728 0.73
H 0.723 1.338 -4.340 0.48
C 2.259 -3.588 -2.575 -1.34
H -0.978 2.691 1.384 0.21
N 1.525 1.657 2.637 0.05
C -0.671 0.314 3.574 -0.29
H -3.028 -0.129 0.205 -0.68
H -1.531 -0.230 3.963 0.46
C -0.212 1.462 4.239 -0.53
H -0.356 2.469 -3.448 0.15
H -3.421 3.299 -1.225 0.49
P -1.669 1.678 -0.730 0.98
H 3.945 -3.742 -0.423 0.41
C -1.104 3.049 0.355 -1.05
H -0.139 3.430 0.001 0.13
O -0.744 -1.505 -2.629 -0.50
H 1.203 4.869 -2.413 0.41
H 1.671 2.008 -1.311 -0.09
H -3.095 -1.873 1.899 0.33
H -0.707 1.828 5.134 0.44
H 4.154 -1.963 -0.380 0.34
C 1.084 0.552 1.934 0.24
H -0.250 -3.449 -0.454 0.00
H -2.520 1.010 1.460 0.41
H 1.006 -4.734 -0.494 0.48
H -2.286 3.129 -2.603 0.35
C -2.837 2.585 -1.823 -1.52
H 3.132 -3.177 -3.098 0.39
H -1.842 3.862 0.337 0.48
H 2.340 2.148 2.265 0.26
```

## Properties
LUMO (alpha / beta), eV: -8.36 / -10.74
Orbital gap (alpha / beta), eV: 7.636 / 5.249
Expectation value of S²: 0.780
Charge: +3
Spin multiplicity: 2

***

Run b
A molecular structure, C22H42NOP3SYb. Source: the Open Molecules 2025 dataset; level of theory: ωB97M-V/def2-TZVPD.

Structure (XYZ):
```
71
Properties=species:S:1:pos:R:3:mulliken_charge:R:1
C 1.052 3.252 -2.153 -1.14
H 0.305 1.966 -4.608 0.48
S 2.840 0.025 -0.939 -0.28
H -2.087 2.862 2.057 0.41
H 2.367 -1.119 1.634 0.47
H -0.845 4.123 2.364 0.50
H 0.431 -1.543 4.861 0.30
H -0.037 -3.788 1.083 0.24
C 3.642 0.200 0.566 0.28
O -1.929 -0.338 -0.540 -0.37
C -5.657 -1.495 -1.943 -0.70
C -1.699 2.852 -2.690 -1.25
H 0.069 -2.995 3.750 0.30
H -2.953 -2.540 -0.121 0.60
N 4.740 1.032 0.656 0.03
C 3.210 -0.432 1.726 -0.37
C 4.883 0.761 3.018 -0.56
P -0.246 1.877 -2.183 1.49
H -0.895 0.850 -1.428 0.13
C 3.795 -0.134 2.948 -0.39
P 0.485 -2.887 -1.121 1.03
C 0.232 1.179 -3.836 -1.22
H 1.132 3.767 -3.129 0.54
H -2.302 -2.200 3.513 0.26
C -4.084 0.284 -1.616 -0.65
H 2.820 -3.506 -1.287 0.40
H 5.345 1.010 3.962 0.46
H -0.657 -3.264 -3.254 0.40
C 0.502 -4.166 0.204 -1.28
C 2.008 -3.399 -2.016 -1.28
P 0.141 2.061 1.521 1.01
H -6.625 -1.869 -2.345 0.39
H -0.399 0.560 3.382 -0.10
H -5.146 -3.417 -1.031 0.45
H 0.789 4.014 -1.403 0.43
H -2.500 2.170 -2.998 0.51
C -1.171 3.331 1.673 -1.39
C -4.864 -2.389 -1.225 -0.68
H 5.072 1.460 -0.209 0.28
H 1.206 0.668 -3.784 0.39
H -5.971 0.498 -2.652 0.43
H -0.534 0.459 -4.151 0.44
H 1.536 -4.384 0.504 0.44
H 2.054 2.863 -1.908 0.31
H -0.626 -4.745 -2.243 0.49
H -3.799 1.372 -1.642 0.54
H 3.414 -0.601 3.859 0.48
H -2.022 3.444 -1.824 0.28
H -1.386 3.769 0.689 0.31
H -1.768 -3.413 -1.871 0.33
H -1.927 -0.779 4.656 0.37
H 6.208 2.004 1.794 0.42
H 2.459 2.632 2.045 0.24
H 0.019 -5.094 -0.135 0.44
H 1.247 1.206 3.509 0.36
H 1.932 3.373 0.519 0.15
C 5.351 1.320 1.844 -0.35
H 2.294 -2.615 -2.727 0.35
C -0.760 -3.653 -2.232 -1.37
H -0.146 2.245 3.933 0.47
H 1.395 4.074 2.078 0.49
C -3.331 -0.636 -1.011 1.03
C -1.580 -1.666 4.146 -0.70
C -3.665 -1.914 -0.713 -0.56
H -1.429 3.522 -3.523 0.49
C 0.213 1.462 3.248 -0.75
H 1.861 -4.347 -2.554 0.40
Yb -0.060 -0.096 -0.352 -0.54
C -5.289 -0.181 -2.127 -0.59
C 1.626 3.140 1.546 -1.02
C -0.287 -2.082 4.238 -0.48
```

## Properties
LUMO (alpha / beta), eV: -10.48 / -10.51
Orbital gap (alpha / beta), eV: 6.146 / 6.131
Expectation value of S²: 0.751
Charge: +3
Spin multiplicity: 2

***

Energetically preferred structure: run a | next structure: +2.251 eV

***

Run a
A molecular structure, C6H8O4. Source: the Open Molecules 2025 dataset; level of theory: ωB97M-V/def2-TZVPD.

Structure (XYZ):
```
18
Properties=species:S:1:pos:R:3:nbo_charge:R:1
H -1.143 1.052 -0.529 0.23
H 0.102 1.879 -2.521 0.18
C 0.797 -0.033 -0.580 0.17
H -0.016 0.249 -3.273 0.19
H -2.910 0.053 2.038 0.46
O -0.008 -2.557 1.796 -0.42
O 1.435 0.436 -1.751 -0.50
O -2.703 0.703 2.719 -0.94
C -0.606 0.293 -1.109 -0.45
C 1.237 -1.338 0.029 -0.61
H 2.172 1.141 0.786 0.19
H 2.095 -1.894 -0.345 0.28
C 0.161 0.798 -2.339 -0.06
H -1.225 -0.597 -1.256 0.22
O 0.545 0.213 1.768 -0.68
C 1.263 0.526 0.723 0.41
C 0.549 -1.733 1.174 0.84
H -1.745 0.810 2.669 0.48
```

## Properties
LUMO, eV: -0.40
Orbital gap, eV: 8.211

***

Run b
A single C6H8O4 molecule. Source: the Open Molecules 2025 dataset; level of theory: ωB97M-V/def2-TZVPD.

Structure (XYZ):
```
18
Properties=species:S:1:pos:R:3:nbo_charge:R:1
C 1.461 -0.989 -0.265 -0.11
C -0.811 -0.001 0.394 0.02
H 2.073 -1.881 0.088 0.19
O -0.397 -2.341 0.894 -0.68
C -0.279 1.391 0.057 0.16
O 2.191 0.279 -0.208 -0.77
H -1.380 0.014 1.259 0.19
H 0.874 -1.096 -1.289 0.18
O -1.537 -0.578 -0.672 -0.73
H 0.475 1.626 0.810 0.23
H -0.622 -2.467 -0.055 0.48
H 0.664 -0.700 1.785 0.18
C -1.248 2.426 -0.471 -0.15
H -2.100 0.040 -1.114 0.49
O -0.336 1.792 -1.251 -0.39
H 2.963 0.439 -0.728 0.50
C -2.239 3.138 -0.012 0.12
C 0.249 -1.093 0.781 0.09
```

## Properties
LUMO, eV: -0.91
Orbital gap, eV: 9.070

***

Energetically preferred structure: run a | next structure: +3.268 eV

***

Run a
8 unconnected molecules or ions with the total composition H14NO10. Source: the Open Molecules 2025 dataset; level of theory: ωB97M-V/def2-TZVPD.

Structure (XYZ):
```
25
Properties=species:S:1:pos:R:3:nbo_charge:R:1
O -1.842 1.700 2.732 -0.97
O 0.977 3.889 0.666 -0.94
O 0.127 1.073 0.833 -0.59
H 4.486 -0.240 -1.544 0.46
H 0.299 -1.273 -4.034 0.48
H -0.566 -2.034 -0.895 0.50
H 0.410 -0.759 1.697 0.47
O 0.511 0.169 -1.077 -0.49
O 3.895 -0.578 -0.741 -0.96
H 2.988 -0.290 -0.920 0.49
H -2.271 2.335 2.368 0.43
H 1.140 -0.628 2.966 0.46
H -2.833 -1.188 0.475 0.50
H -4.351 -1.196 0.112 0.45
O -3.617 -1.712 0.653 -0.96
H -0.462 -3.647 -0.850 0.46
N -0.363 0.476 -0.248 0.70
H 1.968 3.990 0.768 0.45
O -1.271 -0.384 -0.071 -0.52
H 0.928 3.007 0.460 0.48
O 0.012 -2.900 -1.209 -0.98
O 0.098 -0.243 -3.799 -1.00
H 0.235 -0.020 -2.884 0.50
O 0.489 -1.198 2.470 -0.92
H -0.986 1.651 2.073 0.49
```

## Properties
LUMO, eV: 2.51
Orbital gap, eV: 9.511
Charge: -1

***

Run b
8 unconnected molecules or ions with the total composition H14NO10. Source: the Open Molecules 2025 dataset; level of theory: ωB97M-V/def2-TZVPD.

Structure (XYZ):
```
25
Properties=species:S:1:pos:R:3:nbo_charge:R:1
O -25.583 3.205 -22.017 -0.96
H -26.232 3.728 -21.642 0.48
O -23.437 5.680 -22.038 -0.95
H -28.738 3.730 -18.930 0.46
H -25.069 5.197 -18.015 0.46
H -23.153 4.798 -22.112 0.46
H -25.919 2.295 -21.803 0.46
O -26.645 8.874 -19.261 -0.97
O -27.687 4.625 -20.785 -0.52
O -28.762 3.747 -18.008 -0.97
H -25.817 5.246 -19.172 0.48
H -28.206 6.663 -18.187 0.49
O -27.903 6.677 -20.322 -0.57
O -25.914 4.878 -18.296 -0.93
H -24.913 8.326 -22.844 0.46
N -27.361 5.792 -21.049 0.71
H -26.165 9.339 -19.878 0.47
O -25.188 8.467 -21.982 -0.98
H -28.358 4.597 -17.974 0.48
H -25.623 7.680 -21.667 0.49
H -27.292 8.384 -19.777 0.49
H -24.337 5.648 -22.077 0.48
O -28.106 6.243 -17.339 -0.95
H -27.179 6.140 -17.262 0.48
O -26.194 5.998 -21.254 -0.55
```

## Properties
LUMO, eV: 3.06
Orbital gap, eV: 9.636
Charge: -1

***

Energetically preferred structure: run b | next structure: +1.392 eV